Below is 2 unconnected molecules or ions with the total composition C5H8O2, with properties calculated with ωB97M-V with the def2-TZVPD basis set.

Structure (XYZ):
```
15
Properties=species:S:1:pos:R:3:forces:R:3:mulliken_charge:R:1
O 2.1182 0.4066 0.0778 0.170 0.001 -0.047 -0.516
O -0.1949 -2.3056 0.8594 -0.082 0.025 -0.122 -0.200
C -0.9421 1.5373 -0.1377 -0.186 0.168 -0.127 -0.525
C 0.2096 -0.8987 0.6657 0.217 -0.079 0.067 0.139
C -1.8958 0.9273 -0.8296 0.033 0.236 -0.006 -0.527
C 1.3512 -0.7150 -0.3107 -0.184 -0.381 -0.093 -0.500
C -1.0452 -1.5665 0.2305 0.404 -0.301 0.329 -0.372
H 1.9440 -1.6380 -0.2741 0.046 0.056 -0.087 0.360
H 2.9011 0.4406 -0.4872 -0.187 0.052 0.168 0.312
H 0.9647 -0.5984 -1.3370 0.004 -0.023 0.192 0.301
H 0.2687 -0.3417 1.5977 -0.110 -0.060 -0.177 0.466
H -1.0849 1.8059 0.9072 -0.040 0.044 -0.178 0.253
H 0.0414 1.7487 -0.5513 -0.214 0.033 0.007 0.277
H -2.8542 0.6680 -0.3871 0.143 0.109 -0.064 0.262
H -1.7449 0.6016 -1.8571 -0.013 0.122 0.140 0.270
```
Forces are in eV/Å.

Calculated values
net charge	0
calculated total energy	-345.6158	a.u.
energy above the lowest of the compared OMol25 structures with the same formula, charge and spin	118.67	kcal per mole
Kohn-Sham gap	10.2171	eV
lowest unoccupied orbital energy	0.6720	eV
molecular weight	100.117	g/mol
HOMO energy	-9.5451	eV